(1)
{
  "formula": "C30H85N7O10",
  "method": "ωB97M-V with the def2-TZVPD basis set",
  "orbital_gap_ev": 9.653,
  "total_charge": 0,
  "smiles": "COC[C@H](C)N.COC[C@H](C)N.COC[C@H](C)N.COC[C@H](C)N.COC[C@H](C)N.COC[C@H](C)N.COC[C@H](C)N.OCCO.O",
  "multiplicity": 1,
  "species": ["O", "H", "H", "C", "C", "C", "O", "C", "N", "H", "H", "H", "H", "H", "H", "H", "H", "H", "H", "H", "C", "C", "C", "O", "C", "N", "H", "H", "H", "H", "H", "H", "H", "H", "H", "H", "H", "C", "C", "C", "O", "C", "N", "H", "H", "H", "H", "H", "H", "H", "H", "H", "H", "H", "C", "C", "C", "O", "C", "N", "H", "H", "H", "H", "H", "H", "H", "H", "H", "H", "H", "C", "C", "C", "O", "C", "N", "H", "H", "H", "H", "H", "H", "H", "H", "H", "H", "H", "C", "C", "C", "O", "C", "N", "H", "H", "H", "H", "H", "H", "H", "H", "H", "H", "H", "C", "C", "C", "O", "C", "N", "H", "H", "H", "H", "H", "H", "H", "H", "H", "H", "H", "C", "C", "O", "O", "H", "H", "H", "H", "H", "H"],
  "xyz": [[-11.2829, -8.8196, 21.2334], [-11.8621, -8.5908, 21.9752], [-11.0177, -7.9195, 20.9401], [-11.8526, -5.8566, 23.5280], [-11.6104, -4.6161, 24.4096], [-10.7758, -4.9390, 25.6721], [-11.4957, -5.9741, 26.3169], [-10.9325, -6.3400, 27.5583], [-11.0556, -3.5351, 23.6266], [-12.4219, -6.5942, 24.0840], [-10.8296, -6.2342, 23.3873], [-12.3689, -5.6321, 22.5968], [-12.5718, -4.2903, 24.8726], [-10.6499, -4.0190, 26.2487], [-9.7673, -5.2283, 25.3376], [-10.9209, -5.4656, 28.2039], [-9.8574, -6.6023, 27.4325], [-11.5623, -7.0869, 28.0322], [-10.9254, -2.6754, 24.1383], [-10.1309, -3.7634, 23.2728], [-12.2423, -4.0088, 16.2498], [-11.5276, -4.5572, 17.4661], [-10.3921, -3.6682, 17.9278], [-9.5994, -4.5327, 18.7799], [-8.3351, -3.9619, 19.0703], [-12.5147, -4.8716, 18.5367], [-11.5557, -3.8486, 15.3991], [-12.8593, -3.1240, 16.4498], [-12.8487, -4.8391, 15.9357], [-11.0544, -5.5143, 17.2095], [-10.8424, -2.7999, 18.4894], [-9.7932, -3.3166, 17.0906], [-8.3952, -3.0337, 19.6121], [-7.7995, -3.6434, 18.1755], [-7.8568, -4.7227, 19.6506], [-12.8733, -4.0023, 18.9329], [-12.0447, -5.1855, 19.3772], [-4.5005, -4.2984, 18.2953], [-4.5975, -5.7445, 18.8029], [-4.1157, -6.8020, 17.8343], [-2.7909, -6.5016, 17.5074], [-2.1696, -7.3191, 16.5063], [-3.8577, -5.8852, 20.0698], [-4.8603, -4.1571, 17.2625], [-3.4089, -4.0834, 18.2095], [-4.9777, -3.5912, 18.9723], [-5.6583, -5.9525, 19.0406], [-4.7168, -6.7402, 16.9058], [-4.3579, -7.7955, 18.2887], [-1.0700, -7.1051, 16.5356], [-2.5799, -7.1100, 15.4932], [-2.2946, -8.3872, 16.7093], [-3.5147, -6.8378, 20.1576], [-3.0196, -5.3237, 20.1258], [-8.3364, -8.5262, 19.8332], [-8.5482, -7.7270, 21.1030], [-7.2106, -7.2337, 21.6611], [-7.3627, -6.3900, 22.7916], [-6.1740, -5.7903, 23.2399], [-9.6039, -6.7068, 20.9673], [-7.4229, -9.1282, 19.9874], [-8.1140, -7.7858, 19.0308], [-9.1781, -9.1829, 19.6396], [-8.9024, -8.5056, 21.7943], [-6.6143, -6.7982, 20.8309], [-6.6559, -8.1475, 21.9360], [-5.6400, -6.6532, 23.6670], [-6.3779, -5.0862, 24.0613], [-5.6384, -5.3388, 22.3858], [-9.4623, -6.0509, 21.7527], [-9.4073, -6.0966, 20.1293], [-3.0691, -10.5289, 19.3124], [-4.2701, -10.1377, 20.1887], [-5.1866, -11.3039, 20.4135], [-6.2767, -10.9650, 21.1969], [-7.1527, -11.9852, 21.7595], [-3.7508, -9.5455, 21.4640], [-2.4790, -11.4012, 19.6730], [-2.4481, -9.6178, 19.2113], [-3.3259, -10.7585, 18.2744], [-4.7706, -9.3203, 19.6539], [-4.5908, -12.1088, 20.8802], [-5.5303, -11.6525, 19.4702], [-8.1085, -11.4853, 21.8222], [-6.8025, -12.2931, 22.7503], [-7.3735, -12.8740, 21.1196], [-4.4525, -9.5399, 22.1953], [-2.9380, -10.0113, 21.8512], [-8.4192, -9.6141, 15.3627], [-6.8979, -9.6846, 15.3966], [-6.2442, -8.5833, 14.5417], [-6.6591, -8.8076, 13.2512], [-6.0991, -7.9102, 12.3510], [-6.3018, -9.6665, 16.6939], [-8.7252, -8.8689, 16.1071], [-8.8511, -10.5785, 15.5765], [-8.7406, -9.1658, 14.4098], [-6.6269, -10.6296, 14.9583], [-5.1683, -8.5902, 14.5424], [-6.5952, -7.6085, 14.9185], [-6.3339, -6.8892, 12.6186], [-6.6013, -8.2027, 11.4107], [-4.9942, -7.9958, 12.3293], [-6.9248, -9.1229, 17.3218], [-6.3438, -10.6379, 17.0612], [-8.0719, -11.3170, 27.9792], [-8.6478, -11.2462, 26.5181], [-7.9508, -10.0814, 25.7690], [-7.9748, -8.8700, 26.4975], [-7.7243, -7.7327, 25.7040], [-8.4434, -12.5179, 25.7051], [-8.3179, -12.2528, 28.4671], [-8.3725, -10.4280, 28.5322], [-6.9948, -11.2236, 27.9731], [-9.6893, -10.9917, 26.5006], [-8.4818, -9.9349, 24.8293], [-6.9113, -10.4006, 25.5062], [-8.6369, -7.5109, 25.1738], [-6.8424, -7.8089, 25.0866], [-7.5863, -6.8832, 26.3744], [-7.5264, -12.9251, 25.7804], [-9.1002, -13.2694, 25.9123], [-13.0291, -8.6141, 17.1198], [-11.5474, -8.6792, 17.4598], [-11.1349, -9.6963, 18.3087], [-13.5595, -9.6429, 16.3504], [-13.1903, -7.7322, 16.5109], [-13.5496, -8.3586, 18.0226], [-11.2730, -7.6902, 17.9033], [-11.0072, -8.7543, 16.5100], [-11.1992, -9.4323, 19.2432], [-13.7940, -10.3068, 17.0132]]
}

***

(2)
{
  "formula": "C4H8O",
  "method": "ωB97M-V with the def2-TZVPD basis set",
  "orbital_gap_ev": 10.985,
  "total_charge": 0,
  "smiles": "COC1CC1",
  "multiplicity": 1,
  "species": ["C", "C", "C", "C", "H", "H", "H", "H", "H", "H", "H", "H", "O"],
  "xyz": [[1.9119, 0.0834, -0.0615], [-0.2929, -0.4876, 0.3918], [-0.9602, 0.7461, -0.1257], [-1.6868, -0.5952, -0.2431], [1.5089, 1.1832, -0.1693], [2.4198, -0.0865, 0.9228], [2.7726, -0.0563, -0.8088], [-0.3570, -0.6291, 1.5125], [-1.4481, 1.4370, 0.6553], [-0.5330, 1.2160, -1.0344], [-2.5550, -0.7877, 0.3862], [-1.6486, -1.0946, -1.1937], [0.8685, -0.9289, -0.2321]]
}

***

(3)
{
  "formula": "C14H56O14",
  "method": "ωB97M-V with the def2-TZVPD basis set",
  "orbital_gap_ev": 8.088,
  "total_charge": 0,
  "multiplicity": 1,
  "species": ["C", "C", "O", "H", "H", "H", "H", "H", "H", "C", "C", "O", "H", "H", "H", "H", "H", "H", "C", "C", "O", "H", "H", "H", "H", "H", "H", "C", "C", "O", "H", "H", "H", "H", "H", "H", "C", "C", "O", "H", "H", "H", "H", "H", "H", "C", "C", "O", "H", "H", "H", "H", "H", "H", "C", "C", "O", "H", "H", "H", "H", "H", "H", "O", "H", "H", "O", "H", "H", "O", "H", "H", "O", "H", "H", "O", "H", "H", "O", "H", "H", "O", "H", "H"],
  "xyz": [[1.7965, 3.4605, 0.1050], [3.0316, 3.2878, -0.8577], [4.0273, 4.1130, -0.3330], [1.3867, 4.4704, 0.0845], [2.0655, 3.2769, 1.1452], [0.9951, 2.7417, -0.0659], [2.7727, 3.5060, -1.8938], [3.3970, 2.2620, -0.8081], [4.4088, 3.4670, 0.2659], [1.2253, 0.2111, -0.1777], [-0.2933, 0.0119, -0.4455], [-0.9169, 1.2783, -0.4107], [1.3653, 0.4916, 0.8663], [1.6536, 0.9972, -0.7995], [1.7199, -0.7495, -0.3216], [-0.6565, -0.6248, 0.3613], [-0.4890, -0.4888, -1.3937], [-1.8478, 1.1677, -0.6176], [-2.1008, -2.6554, 0.1455], [-0.6176, -2.8294, 0.3107], [-0.2573, -4.1691, -0.0191], [-2.6569, -3.2337, 0.8833], [-2.3192, -3.0578, -0.8437], [-2.4217, -1.6137, 0.1400], [-0.2168, -2.6511, 1.3085], [-0.0930, -2.1487, -0.3598], [0.6966, -4.1784, -0.1266], [-1.2859, -1.8149, -3.0094], [-1.6995, -0.4226, -3.4642], [-2.9644, -0.5910, -4.1374], [-0.3952, -1.8114, -2.3812], [-1.0719, -2.4963, -3.8328], [-2.1095, -2.3124, -2.4974], [-0.8935, -0.1348, -4.1392], [-1.7375, 0.3191, -2.6664], [-2.8495, -1.2336, -4.8413], [-3.1020, 0.0510, 1.4510], [-3.6223, -1.3070, 1.9578], [-4.4522, -1.0043, 3.0394], [-3.9631, 0.7012, 1.2963], [-2.4541, 0.0197, 0.5750], [-2.5940, 0.6726, 2.1883], [-2.8151, -1.9413, 2.3241], [-4.2156, -1.8196, 1.2005], [-4.9878, -1.7899, 3.1718], [2.8924, -0.6042, 2.6470], [3.5815, 0.5530, 1.9293], [4.2559, 1.3212, 2.9242], [2.4401, -1.2857, 1.9266], [2.0391, -0.3551, 3.2778], [3.5764, -1.2371, 3.2123], [2.8670, 1.2850, 1.5526], [4.3444, 0.2582, 1.2087], [4.8869, 0.7538, 3.3732], [-1.0729, -1.2527, 2.7230], [0.3467, -0.7898, 2.7015], [0.4001, 0.6136, 2.7853], [-1.5921, -1.1193, 1.7739], [-1.6772, -0.7044, 3.4457], [-1.1582, -2.3333, 2.8373], [0.8945, -1.0639, 1.7999], [0.8919, -1.1668, 3.5668], [0.6453, 0.8882, 3.6719], [-2.1688, 2.5433, -2.7341], [-1.9525, 2.1746, -1.8777], [-3.0273, 2.1754, -2.9439], [3.8032, -1.1576, -0.4122], [4.5007, -0.6807, -0.8621], [2.9957, -0.8384, -0.8151], [2.0551, 1.5153, -2.4072], [1.9258, 0.5796, -2.2522], [1.1694, 1.8748, -2.4575], [-2.6538, 0.8758, -1.0655], [-3.4803, 1.2148, -1.4094], [-2.8730, 0.0081, -0.7260], [2.1843, -0.5637, -2.1360], [1.8366, -1.4278, -1.9152], [2.5795, -0.6777, -3.0003], [-1.2102, 1.4672, 1.6544], [-0.8705, 1.5111, 0.7606], [-0.6326, 0.8479, 2.1005], [-0.0551, 1.8256, -2.6008], [-0.9373, 1.9281, -2.9577], [-0.1927, 1.6159, -1.6771]]
}

***

(4)
{
  "formula": "C22H28MnN6O5S",
  "method": "ωB97M-V with the def2-TZVPD basis set",
  "orbital_gap_ev": [6.281, 6.040],
  "total_charge": 0,
  "multiplicity": 2,
  "species": ["Mn", "C", "O", "C", "C", "C", "C", "C", "C", "N", "N", "C", "O", "C", "C", "C", "C", "C", "C", "C", "O", "H", "H", "H", "H", "H", "H", "H", "H", "H", "H", "H", "H", "C", "S", "C", "O", "H", "H", "H", "H", "H", "H", "C", "O", "C", "C", "H", "H", "H", "H", "H", "H", "N", "C", "N", "N", "C", "N", "H", "H", "H", "H"],
  "xyz": [[-0.0677, 0.2330, -0.6938], [3.1648, -4.6554, -1.4057], [2.1889, -3.9459, -0.6870], [2.6279, -3.2311, 0.3995], [3.7943, -3.5051, 1.0956], [4.1497, -2.7060, 2.1784], [3.3992, -1.6106, 2.5319], [2.2332, -1.2729, 1.8187], [1.5702, -0.0284, 2.0763], [0.6159, 0.4984, 1.3564], [0.1481, 1.6878, 1.7911], [-0.3484, 2.4609, 0.8508], [-0.2076, 2.2166, -0.3959], [-1.0597, 3.6771, 1.2864], [-1.3243, 3.9150, 2.6320], [-2.0884, 5.0035, 3.0028], [-2.5830, 5.8745, 2.0441], [-2.2922, 5.6598, 0.7065], [-1.5417, 4.5636, 0.3280], [1.8237, -2.1527, 0.7960], [0.6260, -1.9307, 0.1680], [3.4826, -5.5580, -0.8760], [4.0352, -4.0201, -1.6026], [2.7061, -4.9442, -2.3506], [4.4081, -4.3470, 0.8189], [5.0463, -2.9491, 2.7274], [3.7006, -0.9773, 3.3533], [1.9559, 0.5697, 2.9051], [-0.9234, 3.2280, 3.3595], [-2.3037, 5.1741, 4.0467], [-3.2019, 6.7102, 2.3399], [-2.6628, 6.3460, -0.0417], [-1.3121, 4.3673, -0.7087], [-0.5004, -1.6908, -4.7609], [-1.4622, -0.8502, -3.4301], [-2.4751, 0.1458, -4.6179], [-0.5708, 0.1884, -2.8605], [-1.1862, -2.3371, -5.2974], [0.2629, -2.2866, -4.2743], [-0.0539, -0.9577, -5.4216], [-3.0815, -0.5046, -5.2375], [-1.8068, 0.7467, -5.2236], [-3.1102, 0.7914, -4.0215], [-1.1153, -3.2111, -1.3167], [-0.0926, -2.4941, -1.9810], [0.5931, -1.5428, -1.1914], [1.9252, -1.1938, -1.8774], [-1.6039, -3.8176, -2.0780], [-1.8405, -2.5299, -0.8596], [-0.6842, -3.8531, -0.5454], [2.0916, -1.8538, -2.7271], [2.7674, -1.2664, -1.1925], [1.8799, -0.1564, -2.2488], [-5.2483, 0.7806, -2.5473], [-4.6867, 1.8419, -1.8535], [-5.2380, 3.0787, -2.0558], [-3.6859, 1.7563, -1.0442], [-2.9287, 0.7937, -0.6899], [-2.1331, 0.0240, -0.3059], [-6.2196, 0.9012, -2.7965], [-5.0439, -0.1247, -2.1463], [-5.7368, 3.2418, -2.9151], [-4.6525, 3.8321, -1.7327]]
}

***

(5)
{
  "formula": "C4H7NO",
  "method": "ωB97M-V with the def2-TZVPD basis set",
  "orbital_gap_ev": 7.885,
  "total_charge": 0,
  "multiplicity": 1,
  "species": ["O", "C", "C", "N", "C", "C", "H", "H", "H", "H", "H", "H", "H"],
  "xyz": [[1.3571, -1.0118, -2.4880], [0.6982, -0.2847, -1.7841], [0.6563, -0.5504, -0.2902], [-0.2920, 0.1849, 0.5779], [-1.1460, 1.0385, 0.0221], [-0.1927, -0.1412, 1.8640], [0.1496, 0.5763, -2.2025], [1.6595, -0.3634, 0.1056], [0.4468, -1.6143, -0.1618], [-1.8691, 1.5193, 0.6638], [-1.1366, 1.2161, -1.0332], [-0.8522, 0.3278, 2.5804], [0.5211, -0.8972, 2.1460]]
}

***

(6)
{
  "formula": "C3H3NO2",
  "method": "ωB97M-V with the def2-TZVPD basis set",
  "orbital_gap_ev": 11.073,
  "total_charge": 0,
  "multiplicity": 1,
  "species": ["C", "C", "C", "N", "O", "O", "H", "H", "H"],
  "xyz": [[0.7037, -0.7230, -0.2158], [-0.7080, -0.4045, 0.2163], [1.0346, 0.6436, 0.1802], [0.3096, -0.0276, 1.1553], [1.4299, 1.6924, -0.1371], [-1.5836, 0.3608, -0.6376], [1.2330, -1.6259, -0.4771], [-1.2369, -1.1715, 0.8070], [-1.1823, 1.2557, -0.8913]]
}

***

Max |F| list, top to bottom, in eV/A: 2.37 2.39 16.09 2.53 0.56 2.42
Molar mass list, top to bottom, in u: 704.049 72.107 448.588 543.508 85.106 85.062
Energy list, top to bottom, in eV: -63389.16941 -6323.07907 -44070.00507 -84597.30270 -7795.92533 -8741.11552